Record 1
Entry from the Open Molecules 2025 dataset: C30H52IrNO6SSb2SeSi as an isolated structure (wB97M-V/def2-TZVPD).

Computed properties:
E_LUMO (spin up / spin down) in eV: 0.477 / -1.784
Energy relative to the best compared isomer or geometry (same formula, charge and spin) in kcal per mole: 2.6
HOMO-LUMO gap (spin up / spin down) in eV: 7.250 / 6.215
Expectation value of S²: 6.020
E_HOMO (spin up / spin down) in Eh: -0.2489 / -0.2940

The geometry in ORCA input format:
```
! wB97M-V def2-TZVPD RIJCOSX def2/J DEFGRID3
* xyz 0 5
Ir -0.698 0.940 -0.848
C -4.495 -1.178 -0.296
Sb -3.350 0.243 -1.399
C -4.785 1.805 -1.471
C -3.707 -0.523 -3.383
C -3.462 -1.995 -3.461
C -4.498 -2.877 -3.158
C -4.303 -4.248 -3.132
C -3.049 -4.763 -3.421
C -2.020 -3.899 -3.757
C -2.201 -2.515 -3.790
C -1.058 -1.651 -4.221
Sb 0.220 -0.824 -2.679
C 1.062 -2.716 -2.197
C 1.560 -0.010 -4.110
H -5.529 -1.167 -0.641
H -4.465 -0.911 0.760
H -4.084 -2.177 -0.425
H -5.725 1.382 -1.824
H -4.456 2.593 -2.145
H -4.913 2.231 -0.478
H -3.074 0.051 -4.058
H -4.746 -0.279 -3.609
H -5.478 -2.472 -2.935
H -5.128 -4.908 -2.894
H -2.877 -5.831 -3.406
H -1.050 -4.305 -4.023
H -1.367 -0.819 -4.855
H -0.357 -2.251 -4.805
H 1.672 -3.037 -3.043
H 0.251 -3.429 -2.049
H 1.674 -2.656 -1.302
H 1.903 -0.808 -4.768
H 2.410 0.461 -3.626
H 1.017 0.734 -4.692
C 1.118 -2.260 2.608
C -0.170 -1.707 2.013
C -0.629 -2.594 0.867
C -1.255 -1.598 3.073
O 0.075 -0.409 1.423
Si 0.698 0.994 2.061
S 0.825 2.244 0.365
O 2.135 0.604 2.712
C 3.110 1.275 3.528
C 3.584 0.244 4.541
C 4.257 1.713 2.628
C 2.517 2.485 4.239
O -0.199 1.562 3.293
C -1.370 2.371 3.492
C -1.857 2.048 4.897
C -2.434 2.036 2.459
C -0.959 3.833 3.381
H 0.948 -3.281 2.957
H 1.463 -1.656 3.446
H 1.909 -2.275 1.856
H -0.875 -3.592 1.235
H 0.160 -2.687 0.119
H -1.512 -2.171 0.391
H -1.450 -2.579 3.509
H -2.183 -1.226 2.635
H -0.953 -0.918 3.870
H 3.956 -0.643 4.026
H 2.762 -0.052 5.195
H 4.387 0.650 5.158
H 4.713 0.853 2.138
H 5.017 2.229 3.217
H 3.895 2.390 1.852
H 1.674 2.199 4.865
H 2.175 3.233 3.521
H 3.285 2.944 4.865
H -2.191 1.012 4.959
H -2.692 2.696 5.167
H -1.053 2.198 5.620
H -2.681 0.974 2.491
H -2.096 2.293 1.457
H -3.344 2.606 2.660
H -0.208 4.078 4.133
H -1.822 4.485 3.527
H -0.545 4.032 2.391
Se 2.943 0.000 -0.619
C 4.363 0.402 -1.808
C 4.803 -0.555 -2.723
C 5.883 -0.281 -3.548
C 6.505 0.959 -3.495
C 6.053 1.922 -2.603
C 4.995 1.644 -1.751
H 4.300 -1.512 -2.786
H 6.230 -1.032 -4.246
H 7.340 1.176 -4.148
H 6.532 2.892 -2.560
H 4.654 2.387 -1.041
O -1.258 2.557 -2.604
N -1.926 3.326 -1.854
O -2.408 4.361 -2.254
O -2.092 2.932 -0.657
*
```

***

Record 2
Entry from the Open Molecules 2025 dataset: an isolated molecule of C5H8N2 in a non-equilibrium geometry (wB97M-V/def2-TZVPD).

Computed properties:
E_LUMO in eV: 0.929
Energy relative to the best compared isomer or geometry (same formula, charge and spin) in kcal per mole: 42.8
Structure (SMILES): N#CCC/C=C/N
HOMO-LUMO gap in eV: 8.914
E_HOMO in Eh: -0.2935

The geometry in ORCA input format:
```
! wB97M-V def2-TZVPD RIJCOSX def2/J DEFGRID3
* xyz 0 1
N 2.340 -0.202 -0.639
C 1.002 -0.543 -0.453
C -0.189 0.130 1.597
N 0.614 0.457 2.367
C 0.018 0.047 -1.170
C -1.296 0.494 -0.594
C -1.434 -0.140 0.790
H 2.959 -0.638 0.031
H 2.463 0.803 -0.586
H 0.839 -1.352 0.256
H 0.285 0.401 -2.156
H -1.243 1.589 -0.468
H -2.157 0.325 -1.253
H -1.633 -1.215 0.668
H -2.225 0.284 1.403
*
```

***

Record 3
Entry from the Open Molecules 2025 dataset: C21H37AsCrN2O10SSi4 as an isolated structure in a non-equilibrium geometry (wB97M-V/def2-TZVPD).

Computed properties:
E_LUMO (spin up / spin down) in eV: 2.139 / 2.349
HOMO-LUMO gap (spin up / spin down) in eV: 7.983 / 7.884
Expectation value of S²: 0.784
E_HOMO (spin up / spin down) in Eh: -0.2148 / -0.2034

The geometry in ORCA input format:
```
! wB97M-V def2-TZVPD RIJCOSX def2/J DEFGRID3
* xyz -1 2
Cr -0.044 0.156 -0.064
C 2.991 0.859 -2.203
C 2.973 0.773 -0.723
N 1.942 0.408 0.026
C 2.342 0.495 1.335
C 3.658 0.910 1.380
N 4.029 1.069 0.067
C 4.593 1.138 2.491
O 4.129 0.890 3.696
O 5.726 1.519 2.272
C 1.316 0.217 2.359
O 1.593 0.320 3.568
O 0.204 -0.138 1.861
H 2.009 1.178 -2.544
H 3.208 -0.111 -2.651
H 3.737 1.581 -2.524
H 4.949 1.374 -0.204
H 3.132 0.642 3.714
O -4.280 0.085 -1.625
As -2.529 0.550 -1.747
O -2.120 -0.094 -3.168
O -1.980 -0.032 -0.292
C -2.823 2.467 -1.720
C -4.078 3.030 -1.926
C -4.222 4.408 -1.870
C -3.128 5.222 -1.605
C -1.880 4.658 -1.408
C -1.744 3.285 -1.481
S -0.153 2.558 -1.167
O 0.831 3.408 -1.788
O -0.146 1.196 -1.778
O -0.032 2.463 0.278
H -4.262 -0.878 -1.609
H -4.920 2.374 -2.118
H -5.190 4.860 -2.037
H -3.246 6.296 -1.562
H -1.004 5.249 -1.198
C 2.045 -2.828 2.724
Si 0.246 -3.141 2.092
C -0.930 -2.489 3.466
C 0.159 -5.061 2.270
Si -0.159 -2.241 -0.138
Si 1.564 -3.087 -1.548
C 3.369 -2.764 -0.926
C 1.452 -5.000 -1.690
C 1.568 -2.394 -3.343
Si -2.244 -3.276 -0.787
C -2.788 -3.173 -2.632
C -3.776 -2.683 0.224
C -2.288 -5.194 -0.495
H 2.050 -2.624 3.792
H 2.486 -1.967 2.233
H 2.694 -3.680 2.544
H -0.606 -2.785 4.460
H -1.952 -2.828 3.330
H -0.937 -1.406 3.436
H 0.428 -5.370 3.275
H 0.852 -5.539 1.588
H -0.826 -5.452 2.058
H 3.728 -3.580 -0.308
H 3.405 -1.863 -0.323
H 4.072 -2.643 -1.746
H 1.414 -5.444 -0.701
H 2.301 -5.428 -2.214
H 0.551 -5.296 -2.214
H 1.144 -1.394 -3.352
H 0.959 -2.997 -4.006
H 2.565 -2.344 -3.773
H -2.622 -2.172 -3.022
H -3.842 -3.413 -2.760
H -2.221 -3.864 -3.249
H -3.707 -1.610 0.372
H -3.817 -3.139 1.208
H -4.718 -2.899 -0.276
H -1.368 -5.662 -0.822
H -3.105 -5.651 -1.046
H -2.425 -5.444 0.550
*
```

***

Record 4
Entry from the Open Molecules 2025 dataset: C4H3Li2O2Pb as an isolated structure in a non-equilibrium geometry (wB97M-V/def2-TZVPD).

Computed properties:
E_LUMO (spin up / spin down) in eV: -5.008 / -4.980
HOMO-LUMO gap (spin up / spin down) in eV: 5.569 / 5.618
E_HOMO (spin up / spin down) in Eh: -0.3887 / -0.3895

The geometry in ORCA input format:
```
! wB97M-V def2-TZVPD RIJCOSX def2/J DEFGRID3
* xyz 1 1
C 0.083 -1.138 -0.149
O -1.165 -1.411 -0.016
Li -0.483 -2.420 -2.935
Li -1.275 -0.550 1.863
H 1.592 -0.972 -0.370
C 0.964 -0.318 0.639
C 0.174 0.850 1.198
C -0.171 1.857 0.365
O 0.130 1.934 -0.992
Pb -0.645 0.306 -1.737
H 1.519 -0.875 1.407
H -0.724 2.737 0.725
*
```

***

Record 5
Entry from the Open Molecules 2025 dataset: a 2-piece molecular cluster, C6H9N2O2 overall in a non-equilibrium geometry (wB97M-V/def2-TZVPD).

Computed properties:
E_LUMO in eV: 3.609
Energy relative to the best compared isomer or geometry (same formula, charge and spin) in kcal per mole: 22.7
HOMO-LUMO gap in eV: 8.196
E_HOMO in Eh: -0.1686

The geometry in ORCA input format:
```
! wB97M-V def2-TZVPD RIJCOSX def2/J DEFGRID3
* xyz -1 1
C 3.517 -1.689 -1.153
C 2.866 -0.541 -0.356
O 1.780 -0.919 0.185
O 3.352 0.597 -0.205
H 4.184 -1.505 -1.989
H 2.690 -2.343 -1.392
H 4.065 -2.149 -0.318
C -4.091 0.767 -0.422
C -1.058 0.359 1.470
C -1.544 0.416 -0.648
C -2.708 0.626 0.048
N -0.539 0.136 0.212
N -2.346 0.605 1.389
H 0.480 0.182 -0.071
H -0.515 0.072 2.355
H -1.388 0.664 -1.686
H -4.433 1.809 -0.542
H -4.884 0.235 0.120
H -4.203 0.280 -1.395
*
```

***

Record 6
Entry from the Open Molecules 2025 dataset: C4H8O2 as an isolated structure (wB97M-V/def2-TZVPD).

Computed properties:
E_LUMO in eV: 0.492
Energy relative to the best compared isomer or geometry (same formula, charge and spin) in kcal per mole: 135.1
HOMO-LUMO gap in eV: 8.716
E_HOMO in Eh: -0.3022

The geometry in ORCA input format:
```
! wB97M-V def2-TZVPD RIJCOSX def2/J DEFGRID3
* xyz 0 1
O -2.403 1.157 -0.564
C -1.413 0.436 0.148
C -0.074 1.107 0.032
C 1.436 -1.927 0.810
C 1.037 0.513 -0.379
O 1.045 -0.853 -0.644
H -2.130 1.174 -1.490
H -1.349 -0.609 -0.187
H -1.746 0.425 1.190
H -0.026 2.163 0.285
H 0.423 -2.379 0.829
H 1.339 -1.096 1.540
H 2.001 1.004 -0.476
H 1.859 -1.114 -1.094
*
```

***

For the records above, the corresponding electronic energy values read -5354.43777, -304.76736, -6521.00144, -512.11081, -494.08646, -307.49706 hartree.